Entry from the OMol25 dataset: a 5-piece molecular cluster, C18H38N3O14 overall (the ωB97M-V functional and the def2-TZVPD basis).

Values from the calculation:
LUMO	-3.82	eV
total charge	+1
F_max	0.0476	hartree/bohr

CARTESIAN COORDINATES (ANGSTROEM)
O1 -1.385 0.466 -7.650
O2 -1.277 3.011 4.919
O3 -2.737 0.866 -9.417
O4 6.035 -3.300 -2.731
O5 3.888 4.713 8.937
O6 -3.317 -0.253 1.139
O7 4.992 -4.009 -0.984
O8 4.000 -2.435 -2.271
O9 -3.359 3.878 4.751
O10 -1.950 -3.089 -0.532
O11 -3.114 -0.879 -8.201
O12 -2.357 2.754 3.065
O13 2.218 3.190 8.869
O14 4.178 2.821 9.932
N1 -1.379 -2.738 -1.738
N2 -3.457 -2.813 -2.857
N3 -1.319 -2.535 -3.888
C1 -2.317 0.187 -8.361
C2 -0.160 -3.420 -2.160
C3 -2.133 -2.689 -2.822
C4 4.923 -3.174 -2.022
C5 -2.750 -1.692 -7.098
C6 -1.792 -1.975 0.385
C7 3.319 3.540 9.212
C8 -1.976 2.043 -9.714
C9 -2.423 3.277 4.297
C10 3.850 -3.977 -0.134
C11 6.114 -2.459 -3.887
C12 -3.531 2.961 2.277
C13 -1.203 3.514 6.260
C14 3.076 5.599 8.166
C15 -1.868 0.328 -0.714
C16 3.700 1.528 10.309
C17 -2.655 -0.764 0.006
C18 0.081 -2.585 -3.395
H1 -0.424 -4.403 -2.543
H2 -1.746 -2.093 -7.226
H3 0.633 -3.547 -1.450
H4 -2.430 2.490 -10.593
H5 -3.459 -2.515 -7.055
H6 -0.942 1.785 -9.934
H7 -3.718 4.022 2.126
H8 -1.546 -1.670 -4.375
H9 3.490 0.925 9.428
H10 2.841 5.161 7.197
H11 2.160 5.844 8.700
H12 -4.395 2.489 2.741
H13 -2.814 -1.117 -6.171
H14 -1.291 4.598 6.267
H15 3.659 6.504 8.019
H16 -3.346 2.490 1.317
H17 -0.750 -1.689 0.329
H18 -1.978 3.069 6.880
H19 -0.817 0.307 -0.478
H20 -2.014 -2.332 1.369
H21 -2.275 1.287 -0.434
H22 0.804 -2.973 -4.080
H23 -0.229 3.232 6.649
H24 6.079 -1.410 -3.601
H25 4.493 1.061 10.884
H26 -3.892 -3.681 -2.588
H27 4.017 -4.698 0.659
H28 -2.715 -0.261 1.896
H29 3.723 -2.988 0.305
H30 -1.979 0.247 -1.786
H31 2.959 -4.261 -0.694
H32 -4.060 -2.051 -3.118
H33 -2.021 2.748 -8.887
H34 2.808 1.613 10.927
H35 7.068 -2.672 -4.358
H36 0.293 -1.593 -3.011
H37 5.310 -2.687 -4.583
H38 -3.412 -1.121 -0.675

Entry from the OMol25 dataset: C18H39As2N2RuSi as an isolated structure (the ωB97M-V functional and the def2-TZVPD basis).

Values from the calculation:
LUMO (spin up / spin down)	-6.48 / -6.95	eV
relative energy (zero: lowest compared OMol25 entry of this formula, charge and spin)	13.08	kJ/mol
total charge	+2
multiplicity	2
F_max	0.0111	hartree/bohr

CARTESIAN COORDINATES (ANGSTROEM)
Ru1 -0.688 0.061 -0.456
As1 -0.146 -0.691 1.715
As2 1.571 -0.719 -0.918
Si1 0.973 3.692 -0.845
N1 -1.347 -1.933 -0.991
N2 -2.761 0.886 -0.166
C1 -4.087 0.204 -0.304
C2 2.016 3.791 0.696
C3 1.472 -2.968 2.590
C4 -0.047 2.088 -0.839
C5 1.217 -2.050 1.577
C6 1.974 3.760 -2.415
C7 -4.062 -1.224 0.215
C8 -0.320 5.037 -0.845
C9 -2.623 -2.011 -1.772
C10 3.098 0.452 -0.942
C11 -3.820 -2.263 -0.877
C12 3.045 -2.947 0.288
C13 2.000 -2.041 0.426
C14 -1.488 -1.438 2.891
C15 1.770 -1.670 -2.599
C16 0.643 0.691 2.813
C17 3.296 -3.865 1.298
C18 2.511 -3.877 2.444
H1 1.002 0.261 3.747
H2 2.844 3.105 -2.399
H3 3.111 1.054 -0.038
H4 1.189 -2.591 -2.610
H5 0.176 6.010 -0.881
H6 -2.548 -2.821 -2.498
H7 -3.727 -3.257 -0.430
H8 1.372 3.517 -3.293
H9 -4.362 0.220 -1.359
H10 4.004 -0.150 -0.994
H11 3.666 -2.949 -0.599
H12 -4.704 -2.309 -1.517
H13 -0.940 5.019 0.054
H14 -1.009 -1.635 3.850
H15 2.804 3.040 0.744
H16 -0.799 2.074 -1.641
H17 -5.020 -1.452 0.685
H18 4.106 -4.574 1.191
H19 -0.615 -2.328 -1.575
H20 -0.304 1.702 0.207
H21 1.476 1.144 2.277
H22 2.709 -4.595 3.228
H23 -1.901 -2.366 2.500
H24 2.819 -1.932 -2.733
H25 -3.325 -1.301 1.016
H26 0.875 -2.989 3.493
H27 -1.418 -2.593 -0.218
H28 -0.975 4.973 -1.716
H29 2.510 4.765 0.725
H30 1.459 -1.030 -3.422
H31 -2.723 1.266 0.777
H32 2.346 4.778 -2.554
H33 -2.791 1.717 -0.754
H34 -2.288 -0.717 3.046
H35 1.411 3.720 1.604
H36 3.034 1.097 -1.814
H37 -2.723 -1.082 -2.337
H38 -4.833 0.797 0.224
H39 -0.106 1.454 3.029

Entry from the OMol25 dataset: C18H39AsN3OPReS4 as an isolated structure (the ωB97M-V functional and the def2-TZVPD basis).

Values from the calculation:
LUMO	-10.43	eV
relative energy (zero: lowest compared OMol25 entry of this formula, charge and spin)	34.55	kJ/mol
total charge	+3
F_max	0.0462	hartree/bohr

CARTESIAN COORDINATES (ANGSTROEM)
Re1 0.748 1.237 -0.013
As1 2.510 2.986 -2.029
S1 0.330 2.783 -1.707
S2 3.543 3.432 -3.857
S3 3.000 1.420 -0.538
S4 3.533 4.867 -2.205
P1 -0.215 -1.745 -1.354
O1 0.661 2.389 1.473
N1 0.345 -0.230 -0.839
N2 -0.784 2.644 3.212
N3 1.043 4.071 2.928
C1 -2.520 -1.609 0.207
C2 -0.313 -1.001 -4.027
C3 0.403 -2.357 1.353
C4 -0.144 -4.290 -0.153
C5 -2.564 -0.251 -1.862
C6 0.479 -1.922 -3.090
C7 -2.730 -2.760 -2.022
C8 0.343 -3.376 -3.560
C9 -1.224 3.317 4.453
C10 0.542 -2.919 -0.068
C11 -0.043 3.988 5.125
C12 0.296 3.051 2.572
C13 0.708 4.855 4.135
C14 2.196 4.470 2.115
C15 2.039 -3.067 -0.364
C16 1.953 -1.476 -3.116
C17 -1.586 1.541 2.692
C18 -2.094 -1.585 -1.266
H1 -1.338 -1.331 -4.170
H2 -1.649 2.553 5.102
H3 2.209 -1.261 -4.154
H4 -0.398 4.608 5.947
H5 0.856 -4.085 -2.914
H6 0.807 -3.451 -4.545
H7 1.880 4.741 1.107
H8 2.471 -3.673 0.434
H9 0.170 -1.043 -5.004
H10 -0.696 -3.683 -3.668
H11 -2.012 4.031 4.205
H12 -2.344 -3.730 -1.710
H13 -1.991 -0.859 0.799
H14 0.980 -3.005 2.014
H15 -3.624 -0.145 -1.623
H16 0.392 -4.969 0.515
H17 2.560 -2.108 -0.367
H18 -2.475 -0.201 -2.941
H19 -2.497 1.475 3.280
H20 -2.397 -2.584 0.671
H21 -0.303 0.041 -3.698
H22 -3.582 -1.367 0.249
H23 0.124 5.728 3.836
H24 2.635 -2.248 -2.775
H25 -2.613 -2.664 -3.100
H26 0.840 -1.357 1.457
H27 1.645 5.205 4.562
H28 2.133 -0.567 -2.540
H29 2.235 -3.589 -1.296
H30 -1.883 1.723 1.655
H31 -0.099 -4.725 -1.150
H32 -2.047 0.609 -1.428
H33 -1.180 -4.268 0.177
H34 2.646 5.343 2.577
H35 -0.618 -2.349 1.719
H36 -3.801 -2.758 -1.815
H37 -1.056 0.589 2.779
H38 2.942 3.677 2.075
H39 0.625 3.235 5.545

Entry from the OMol25 dataset: a 2-piece molecular cluster, C18H39B2F3N3O7Si overall (the ωB97M-V functional and the def2-TZVPD basis).

Values from the calculation:
LUMO	-4.20	eV
total charge	+1
F_max	0.1647	hartree/bohr

CARTESIAN COORDINATES (ANGSTROEM)
Si1 3.877 -3.370 -1.136
F1 1.108 6.058 -0.386
F2 1.311 4.586 1.575
F3 -0.196 6.432 1.665
O1 -3.583 3.333 -1.529
O2 3.160 -2.177 -2.211
O3 -3.619 -2.034 4.183
O4 -2.451 -0.534 -1.180
O5 -3.146 2.810 0.921
O6 -1.480 2.560 -3.591
O7 -0.777 4.585 0.215
N1 -0.332 -0.452 -5.989
N2 -2.929 0.277 4.563
N3 0.058 0.772 -2.471
C1 -0.259 3.664 -0.809
C2 -0.442 0.352 3.770
C3 -1.121 2.233 -0.906
C4 5.824 -3.255 -1.172
C5 3.327 -3.245 0.705
C6 2.915 -0.891 -1.536
C7 -1.947 0.948 3.586
C8 -3.806 -0.731 3.853
C9 0.372 5.378 0.744
C10 0.571 0.510 2.504
C11 -0.936 1.937 -2.543
C12 -4.964 -0.401 2.735
C13 1.338 -0.963 -0.982
C14 0.680 0.534 -1.080
C15 -0.539 0.943 -0.010
C16 3.271 -5.109 -1.775
C17 -1.461 -1.681 0.980
C18 0.129 1.552 1.334
B1 -2.637 2.814 -0.480
B2 -1.468 -0.393 -0.043
H1 1.420 -1.287 0.140
H2 6.118 -2.171 -1.508
H3 0.755 -1.746 -1.632
H4 3.036 -5.783 -0.821
H5 3.404 -2.116 1.065
H6 0.071 -1.080 -5.284
H7 3.608 -0.712 -0.597
H8 6.195 -3.379 -0.054
H9 4.111 -5.692 -2.372
H10 -5.716 0.414 3.129
H11 -0.420 4.214 -1.857
H12 1.140 2.094 0.996
H13 0.046 0.936 4.689
H14 -1.762 -1.440 2.086
H15 -2.406 0.872 2.514
H16 0.419 -0.065 -6.572
H17 -3.137 -1.235 -0.953
H18 -2.222 -2.523 0.611
H19 2.246 -5.043 -2.378
H20 -1.941 2.094 3.891
H21 0.894 3.489 -0.700
H22 -0.988 -0.976 -6.580
H23 -5.558 -1.379 2.467
H24 0.833 -0.589 2.120
H25 3.073 -0.046 -2.331
H26 -3.518 1.047 4.963
H27 -3.857 2.108 1.042
H28 -0.222 -0.094 -2.989
H29 -0.559 -0.782 4.108
H30 -4.149 2.509 -1.738
H31 6.259 -4.074 -1.887
H32 -0.831 0.313 -5.520
H33 -0.567 2.450 1.699
H34 2.162 -3.503 0.729
H35 1.603 0.912 2.950
H36 -0.391 -2.202 0.940
H37 -4.410 -0.006 1.772
H38 3.895 -3.959 1.441
H39 1.515 1.387 -1.083

Entry from the OMol25 dataset: a 10-piece molecular cluster, C18H39BF4N5O4 overall (the ωB97M-V functional and the def2-TZVPD basis).

Values from the calculation:
LUMO	2.46	eV
relative energy (zero: lowest compared OMol25 entry of this formula, charge and spin)	476.62	kJ/mol
total charge	-1
F_max	0.3669	hartree/bohr

CARTESIAN COORDINATES (ANGSTROEM)
F1 0.241 -1.028 0.331
F2 0.226 1.097 1.093
F3 -0.605 0.557 -0.942
F4 1.623 0.388 -0.593
O1 -0.650 -0.968 3.047
O2 2.642 2.272 -2.517
O3 2.187 2.151 2.481
O4 -2.234 -3.019 1.801
N1 -2.090 6.168 1.091
N2 -4.643 1.857 -0.492
N3 0.196 -5.695 -1.183
N4 4.002 -2.231 -1.774
N5 -3.759 -0.443 -5.432
C1 -3.086 -0.602 -4.522
C2 2.861 3.180 -4.741
C3 2.946 3.232 1.858
C4 3.060 -2.197 -2.424
C5 -0.445 -0.167 4.308
C6 -3.475 -0.036 0.936
C7 2.554 2.025 -3.843
C8 -1.831 0.087 5.070
C9 -4.163 1.071 0.089
C10 -2.210 -3.553 0.514
C11 1.811 -4.510 0.527
C12 0.915 -5.127 -0.430
C13 -2.708 -4.966 0.354
C14 -2.176 -0.618 -3.232
C15 -0.926 3.823 0.295
C16 1.735 -2.146 -3.143
C17 -1.570 5.172 0.830
C18 3.436 4.109 2.911
B1 0.429 0.272 0.056
H1 -1.558 -2.212 1.726
H2 2.108 4.003 -4.800
H3 1.899 -2.475 -4.322
H4 -2.186 -0.873 5.156
H5 1.197 -1.040 -2.968
H6 1.287 -3.539 1.100
H7 1.593 1.518 -4.216
H8 2.686 4.411 3.687
H9 -3.918 -1.029 0.850
H10 -2.892 -2.954 0.107
H11 1.088 -2.857 -2.762
H12 2.573 -4.124 0.113
H13 3.800 3.625 -4.153
H14 2.397 -5.241 1.193
H15 3.841 5.020 2.558
H16 -1.735 3.089 0.201
H17 -0.074 3.629 -0.549
H18 -3.738 0.108 2.004
H19 -1.199 -3.585 0.130
H20 2.892 2.626 -5.599
H21 -2.696 -5.164 -0.614
H22 -0.274 -0.354 2.395
H23 2.313 4.020 1.385
H24 -2.477 -0.096 0.797
H25 -3.039 -0.719 -2.491
H26 -0.383 3.417 1.051
H27 -1.932 -5.547 0.893
H28 -1.744 0.468 6.177
H29 -2.362 0.698 4.832
H30 0.319 -0.762 4.815
H31 -0.086 0.937 4.336
H32 1.525 1.892 1.849
H33 -1.596 -1.458 -3.376
H34 3.401 1.110 -3.800
H35 2.357 1.573 -1.921
H36 -1.865 0.402 -3.502
H37 3.695 2.952 1.168
H38 4.127 3.579 3.529
H39 -3.619 -5.199 0.713

Entry from the OMol25 dataset: a 7-piece molecular cluster, C18H39NO26S6 overall (the ωB97M-V functional and the def2-TZVPD basis).

Values from the calculation:
LUMO	0.03	eV
F_max	0.0166	hartree/bohr

CARTESIAN COORDINATES (ANGSTROEM)
S1 4.539 4.394 4.803
S2 -0.907 -3.619 6.422
S3 4.073 9.079 1.206
S4 1.977 -0.628 1.672
S5 -6.371 -1.834 -4.128
S6 -4.044 -4.385 -2.513
O1 -2.908 -5.472 -2.218
O2 3.355 5.206 4.111
O3 -4.962 -1.719 -4.124
O4 5.728 5.156 4.674
O5 -5.299 -5.366 -2.387
O6 1.961 0.927 1.335
O7 -0.654 -4.990 6.693
O8 0.639 -1.082 1.851
O9 -3.919 -3.954 -3.857
O10 2.856 -1.281 0.771
O11 5.638 8.857 1.427
O12 2.657 -0.527 3.104
O13 -7.043 -2.608 -3.145
O14 -1.107 -2.694 7.480
O15 3.898 10.104 0.243
O16 2.774 -2.113 -3.316
O17 -6.833 -2.303 -5.586
O18 3.414 9.134 2.463
O19 0.218 -3.037 5.457
O20 4.006 4.478 6.295
O21 3.761 7.657 0.549
O22 -2.122 -3.531 5.390
O23 -7.053 -0.385 -4.171
O24 -4.093 -3.465 -1.433
O25 4.484 3.037 4.380
O26 -1.100 -0.923 -3.223
N1 0.621 -3.985 -2.188
C1 -7.869 -1.443 -6.074
C2 -4.855 -6.727 -2.452
C3 0.486 -2.604 -2.683
C4 -1.733 -2.799 4.216
C5 -7.526 -0.088 -5.490
C6 -3.495 -6.704 -1.783
C7 2.334 1.695 2.493
C8 -2.290 -0.406 -2.652
C9 4.979 6.957 0.255
C10 2.987 5.494 6.392
C11 5.954 7.462 1.299
C12 1.465 -2.336 -3.811
C13 2.750 0.135 -2.388
C14 3.253 0.778 3.271
C15 2.289 5.439 5.048
C16 3.260 -0.799 -3.478
C17 -0.246 -3.052 4.094
C18 -0.949 -2.331 -3.127
H1 -0.041 -4.037 3.669
H2 2.819 2.615 2.183
H3 -6.723 0.399 -6.046
H4 3.312 1.025 4.323
H5 4.810 5.886 0.317
H6 1.657 0.146 -2.378
H7 3.101 -0.230 -1.424
H8 1.108 -1.465 -4.373
H9 -1.948 -1.742 4.380
H10 -8.384 0.576 -5.430
H11 -7.869 -1.451 -7.161
H12 -2.860 -7.535 -2.078
H13 -3.108 -0.432 -3.373
H14 6.990 7.340 0.999
H15 -2.564 -0.932 -1.733
H16 -2.092 0.639 -2.401
H17 1.776 6.362 4.795
H18 -2.296 -3.157 3.359
H19 5.787 6.985 2.267
H20 1.609 -4.132 -1.991
H21 4.256 0.755 2.845
H22 5.297 7.219 -0.755
H23 -4.783 -7.020 -3.502
H24 1.429 1.929 3.057
H25 0.181 -4.028 -1.272
H26 3.475 6.456 6.555
H27 1.590 4.603 4.991
H28 1.472 -3.179 -4.512
H29 0.688 -1.895 -1.871
H30 0.262 -2.288 3.515
H31 -5.568 -7.368 -1.942
H32 -1.077 -2.767 -4.126
H33 -8.829 -1.809 -5.704
H34 -1.661 -2.787 -2.434
H35 3.092 1.161 -2.545
H36 2.328 5.271 7.225
H37 -3.586 -6.680 -0.695
H38 4.351 -0.841 -3.432
H39 3.021 -0.394 -4.471